C22H32AuBN10 as an isolated structure in a non-equilibrium geometry, computed with ωB97M-V with the def2-TZVPD basis set.

Each line ends with the Mulliken spin population.
Atoms and positions in Å:
H (-0.012, 4.854, -4.644)  0.000
C (0.814, -4.180, 0.131)  0.018
C (-0.052, 2.272, 3.954)  0.000
C (0.759, -4.212, 2.559)  0.008
H (4.745, -0.863, 0.943)  0.000
H (0.070, 2.917, -6.567)  0.000
H (-0.069, 3.122, 4.629)  0.000
N (-1.798, 0.423, 0.173)  0.001
C (2.936, -0.100, 0.142)  -0.003
C (3.713, -0.722, 1.254)  0.001
H (0.003, -2.306, -0.748)  -0.002
C (-2.276, 0.836, -1.914)  0.000
C (-3.032, -0.064, -0.030)  -0.001
H (0.177, -4.569, 3.405)  0.005
C (-1.297, -4.290, 1.293)  0.014
C (0.003, 3.977, -4.018)  0.000
H (0.367, -4.636, -0.750)  0.009
H (-4.303, -0.043, -1.835)  0.000
N (-0.075, 1.964, 1.467)  0.009
C (0.807, -2.624, 2.518)  0.083
H (2.203, 1.186, -2.787)  0.000
H (-0.009, 4.750, -0.052)  0.000
H (4.298, -0.108, -1.593)  0.000
H (1.863, -4.461, 0.190)  0.005
H (-0.784, 1.464, -6.036)  0.000
H (-4.118, -1.705, 0.841)  0.000
C (3.342, 0.143, -1.162)  -0.001
C (2.294, 0.812, -1.780)  0.003
C (-3.362, 0.183, -1.359)  0.002
N (0.019, 2.624, -2.286)  0.003
H (-2.129, 1.210, -2.915)  0.000
C (-0.020, 3.936, -2.657)  0.000
C (-1.367, -2.710, 1.447)  0.087
H (0.953, 1.486, -6.019)  0.000
N (-0.051, 2.662, 0.318)  -0.001
N (-1.322, 0.979, -0.985)  0.000
H (-1.728, -4.615, 0.349)  0.006
H (0.396, -2.231, 3.447)  -0.001
N (1.296, 0.974, -0.905)  -0.001
C (0.052, 2.630, -4.442)  0.000
C (-0.025, 3.955, 0.671)  0.000
H (-3.452, -0.548, 2.032)  0.000
N (1.704, 0.425, 0.280)  0.004
H (3.333, -1.705, 1.540)  0.002
H (1.611, -2.131, -0.024)  -0.004
B (-0.015, 1.859, -1.017)  0.001
H (1.765, -4.624, 2.615)  0.011
H (-0.926, 1.654, 4.173)  0.000
H (-4.855, -0.143, 1.051)  0.000
C (0.075, 2.106, -5.845)  0.000
H (-1.816, -4.779, 2.115)  0.011
H (-0.012, 4.961, 2.643)  0.000
N (0.005, -2.144, 1.359)  -0.032
C (-3.894, -0.655, 1.039)  0.000
H (3.710, -0.086, 2.141)  0.000
H (0.850, 1.694, 4.173)  0.000
N (0.112, -4.587, 1.324)  0.668
N (0.060, 1.821, -3.405)  0.000
Au (-0.071, 0.009, 1.378)  0.015
C (-0.055, 2.761, 2.546)  0.002
H (-0.064, 4.763, -1.972)  0.000
H (1.829, -2.281, 2.403)  -0.001
C (-0.029, 4.059, 2.053)  0.000
C (0.636, -2.599, 0.087)  0.086
H (-1.802, -2.447, 2.409)  -0.001
H (-1.975, -2.299, 0.652)  -0.005

Cartesian forces, eV/Å:
H 0.0 0.0 0.1
C 0.0 -0.1 0.0
C 0.0 -0.2 -0.1
C 0.0 -0.1 0.0
H 0.0 0.0 0.0
H 0.0 0.0 0.0
H 0.0 0.0 0.0
N -0.2 -0.4 0.8
C 0.1 0.2 -0.2
C -0.1 0.1 0.1
H -0.1 0.0 0.0
C -0.2 0.0 -0.2
C -0.2 0.0 -0.1
H 0.0 0.0 0.0
C 0.0 -0.1 0.0
C 0.0 0.3 -0.2
H 0.0 0.0 0.0
H 0.1 0.0 0.0
N -0.1 -0.4 0.2
C -0.1 -0.2 -0.1
H 0.0 0.1 0.1
H 0.0 -0.1 0.0
H 0.0 0.1 0.0
H 0.0 0.0 0.1
H -0.1 0.1 0.0
H 0.0 0.0 0.0
C 0.0 -0.1 -0.1
C 0.1 0.0 -0.1
C -0.1 0.0 0.0
N 0.0 -0.1 0.2
H 0.0 0.0 0.1
C 0.0 0.0 -0.2
C 0.1 -0.2 0.1
H 0.1 0.1 0.0
N 0.0 0.4 0.0
N 0.0 -0.4 0.2
H 0.0 0.0 0.0
H -0.1 0.0 0.0
N 0.1 -0.3 0.1
C 0.0 0.1 -0.3
C 0.0 0.2 0.1
H 0.0 0.0 0.0
N 0.2 -0.3 0.8
H 0.1 0.0 -0.1
H 0.0 0.0 0.0
B -0.1 0.2 -0.4
H 0.0 0.0 -0.1
H 0.0 0.0 0.0
H 0.0 0.1 0.0
C 0.0 -0.2 0.1
H 0.0 0.0 0.1
H 0.0 0.0 -0.1
N -0.1 0.2 -0.2
C 0.1 0.1 0.0
H 0.0 0.0 0.0
H 0.0 0.0 0.0
N 0.0 0.6 0.0
N 0.0 -0.2 0.3
Au 0.1 0.5 -0.9
C 0.0 0.2 0.1
H 0.0 -0.1 0.0
H 0.0 0.0 0.0
C 0.0 0.0 -0.1
C 0.0 -0.2 0.1
H 0.0 0.0 0.0
H 0.0 0.0 -0.1

Its multiplicity is 2. The gap between HOMO and LUMO (alpha / beta) is 4.18 / 3.32 eV. Its HOMO energy (alpha / beta) is -16.238 / -16.238 eV. Its net charge is +3.

C36H52BiN2O2PSSe as an isolated structure in a non-equilibrium geometry, computed with ωB97M-V with the def2-TZVPD basis set.

Each line ends with the Mulliken charge.
Atoms and positions in Å:
H (-4.005, 0.241, -0.907)  0.206
C (-0.805, 5.405, 1.628)  -0.841
C (-4.488, -0.760, 2.069)  -1.716
C (0.526, 1.737, -4.487)  0.686
C (0.417, 0.823, -6.734)  0.667
O (-1.116, 1.958, 0.427)  0.260
C (-3.090, -0.133, -1.374)  -1.417
H (-4.611, -2.113, -0.219)  0.193
C (3.051, -3.398, -0.946)  -0.997
H (-3.486, 2.856, 0.587)  0.309
C (-2.737, 3.570, 0.905)  -0.666
C (3.093, -3.692, 1.785)  -1.099
C (3.863, -0.920, 4.238)  -0.740
H (0.686, -1.293, -6.873)  0.410
H (-2.576, -0.694, 4.019)  0.289
C (-2.544, 0.187, 3.374)  -1.686
H (-4.147, 5.080, 1.408)  0.457
H (4.836, 1.839, 0.389)  0.536
H (1.343, 3.092, -3.038)  0.242
C (1.643, -0.133, 3.559)  0.571
H (1.617, 4.802, 1.268)  0.263
H (-2.414, 6.727, 2.098)  0.386
H (-0.533, 0.377, -8.614)  0.343
H (-3.308, -0.347, -2.422)  0.556
H (-3.383, -3.375, -0.131)  0.296
H (3.488, 3.636, 1.111)  0.520
H (4.781, 0.684, 2.389)  0.234
H (-5.026, -0.683, 1.125)  0.341
H (-0.060, -4.231, 1.164)  0.387
H (-4.461, -1.807, 2.365)  0.204
C (3.051, -0.208, 3.339)  0.697
H (-0.365, 2.746, -2.820)  0.113
C (0.270, 1.004, -8.222)  -1.499
H (-0.016, -2.892, 0.017)  0.071
C (0.652, -0.439, -6.203)  -0.729
H (-2.336, 0.653, -1.335)  0.141
C (3.057, 3.062, 0.282)  -0.821
P (-1.785, -0.937, 0.940)  0.508
C (-0.664, -3.456, 0.688)  -1.346
N (3.131, 0.862, 1.192)  0.419
H (-0.036, 6.125, 1.886)  0.399
H (0.442, -2.754, -4.873)  0.456
H (2.887, -2.734, -1.793)  0.100
C (1.142, -0.844, 4.679)  -0.280
H (-0.500, -2.233, 2.439)  -0.283
H (3.983, -2.177, 5.964)  0.375
C (-2.126, 5.749, 1.738)  -0.887
H (-3.150, 0.966, 3.843)  0.534
C (3.762, 1.704, 0.214)  -0.840
C (1.004, 3.940, 0.981)  -0.420
N (1.612, 2.926, 0.479)  0.143
H (3.619, 1.257, -0.772)  0.023
O (0.813, 0.582, 2.850)  -1.122
H (-1.853, -4.251, 2.935)  0.522
H (1.526, -2.111, 6.346)  0.431
H (4.933, -0.935, 4.056)  0.354
C (-3.100, -0.126, 1.981)  2.014
H (2.924, -3.253, 2.765)  0.154
Bi (0.739, 0.695, 0.530)  2.454
H (-1.432, -3.953, 0.092)  0.215
C (-2.319, -3.327, 2.580)  -1.651
H (-3.207, 0.827, 1.458)  -1.233
C (-3.689, -2.479, -0.667)  -1.539
H (-2.641, -2.769, 3.459)  0.315
H (3.240, 3.612, -0.644)  0.340
H (-1.754, -1.787, -1.258)  0.167
H (2.350, -4.232, -0.981)  0.325
H (-3.204, -3.600, 2.006)  0.204
H (-5.067, -0.218, 2.822)  0.512
C (0.818, 0.466, -3.995)  0.131
C (3.340, -1.613, 5.302)  -0.754
H (0.117, 2.884, -6.243)  0.270
C (1.084, -2.048, -4.345)  -1.389
H (2.422, -4.540, 1.639)  0.346
C (-0.400, 4.137, 1.162)  0.540
H (4.077, -3.764, -0.955)  0.442
C (3.709, 0.485, 2.258)  -0.711
H (-3.911, -2.766, -1.698)  0.456
S (2.759, -2.417, 0.546)  0.580
C (-2.600, -1.405, -0.675)  0.679
H (-1.514, 0.537, 3.325)  0.209
C (0.333, 1.894, -5.856)  -1.087
H (1.192, 0.712, -8.729)  0.321
C (-1.381, 3.171, 0.821)  0.322
H (0.150, 3.824, -4.132)  0.396
C (0.847, -0.645, -4.841)  0.607
C (-1.295, -2.552, 1.752)  1.504
H (2.124, -2.342, -4.510)  0.259
C (0.406, 2.924, -3.572)  -1.299
C (1.957, -1.571, 5.512)  -0.636
H (4.128, -4.020, 1.700)  0.403
C (-3.098, 4.815, 1.354)  -0.556
H (0.884, -2.110, -3.277)  -0.072
H (0.076, -0.784, 4.865)  0.334
Se (1.276, 0.260, -2.086)  -0.161
H (0.055, 2.040, -8.479)  0.338

Cartesian forces, eV/Å:
H 0.0 0.0 0.0
C 0.1 -0.1 0.0
C 0.0 0.1 0.0
C -0.1 0.1 0.0
C 0.0 -0.1 0.0
O 0.3 0.1 0.1
C 0.1 0.0 0.0
H 0.0 -0.1 0.0
C -0.2 0.2 0.3
H 0.0 0.0 0.0
C 0.0 -0.1 0.0
C -0.1 0.1 -0.3
C 0.0 0.0 -0.1
H 0.0 0.0 0.0
H 0.0 0.0 0.0
C 0.0 0.0 -0.1
H 0.0 0.0 0.0
H 0.0 0.0 0.0
H 0.0 0.0 0.0
C 0.1 0.0 0.2
H 0.0 0.0 -0.1
H 0.0 0.0 0.0
H 0.0 0.0 0.0
H 0.0 0.0 0.0
H -0.1 0.0 0.0
H -0.1 0.0 0.0
H 0.0 0.0 0.0
H 0.0 0.0 0.1
H 0.0 0.0 0.0
H 0.0 0.0 0.0
C -0.2 -0.1 0.2
H 0.0 0.0 0.0
C 0.0 0.0 0.1
H 0.1 -0.1 0.0
C 0.0 0.1 0.0
H 0.0 0.0 0.0
C 0.3 0.1 0.0
P -0.5 -0.7 0.1
C 0.0 0.1 0.0
N 0.1 0.1 0.2
H 0.0 0.0 0.0
H 0.0 0.0 0.0
H 0.0 0.0 0.0
C -0.1 0.0 0.0
H 0.0 0.0 0.0
H 0.0 0.0 0.0
C -0.1 0.1 0.1
H 0.0 0.0 0.0
C 0.1 0.1 0.0
C 0.3 0.0 -0.1
N 0.0 0.1 0.2
H 0.0 0.0 0.0
O 0.0 0.0 -0.2
H 0.0 0.0 0.0
H 0.0 0.0 0.0
H 0.0 0.0 0.0
C 0.2 0.0 -0.1
H 0.0 0.0 0.1
Bi -0.9 -0.1 0.6
H 0.0 0.0 0.0
C 0.1 0.0 0.0
H 0.0 0.1 0.0
C 0.1 0.0 0.0
H 0.0 0.0 0.0
H 0.0 0.0 0.0
H 0.0 0.0 0.0
H 0.0 0.0 -0.1
H 0.0 0.0 0.0
H 0.0 0.0 0.0
C 0.1 0.0 0.9
C 0.0 -0.1 0.1
H 0.0 0.0 0.0
C 0.0 0.1 0.0
H 0.0 0.0 0.1
C -0.3 0.0 0.1
H 0.0 0.0 0.0
C 0.1 0.1 -0.2
H 0.0 0.0 0.0
S 0.2 0.0 0.0
C 0.1 0.1 0.2
H 0.1 0.0 0.0
C 0.0 0.0 0.0
H 0.0 0.0 0.0
C -0.1 0.1 0.0
H 0.0 0.0 0.0
C 0.0 -0.1 0.0
C -0.1 0.1 -0.1
H 0.0 0.0 0.0
C 0.0 -0.1 0.0
C 0.1 0.0 0.0
H 0.0 0.0 0.1
C 0.1 0.0 0.0
H 0.0 -0.1 0.0
H 0.0 0.0 0.0
Se 0.2 -0.5 -1.6
H 0.0 0.0 0.0

The gap between HOMO and LUMO is 7.00 eV. Its HOMO energy is -7.002 eV.

C3H5N as an isolated structure in a non-equilibrium geometry, computed with ωB97M-V with the def2-TZVPD basis set.

Each line ends with the Mulliken charge.
Atoms and positions in Å:
H (-0.295, -1.322, 2.656)  0.207
N (0.725, 0.252, -2.170)  -0.537
H (-1.044, -0.493, -1.102)  0.255
H (0.196, 1.037, -2.535)  0.236
H (-0.869, 0.428, 2.690)  0.282
H (1.691, 0.479, -1.953)  0.206
C (-0.163, -0.358, 0.848)  0.380
C (-0.459, -0.363, 2.114)  -0.667
C (-0.172, -0.186, -0.460)  -0.362

Cartesian forces, eV/Å:
H -0.1 0.8 -0.2
N -0.7 -1.9 3.5
H 0.8 0.3 1.4
H 0.1 0.4 0.6
H -0.3 0.8 0.1
H -0.2 0.5 0.0
C 0.4 1.6 -2.6
C 0.7 -2.4 0.5
C -0.8 -0.1 -3.3

The gap between HOMO and LUMO is 9.46 eV. Its HOMO energy is -9.399 eV.

Computed calculated total energy (hartree) in order:
-1564.5795; -5018.5614; -171.8869
Computed energy above the lowest of the compared OMol25 structures with the same formula, charge and spin (kJ/mol) in order:
35.2; 63.3; 441.6